No. 1
Formula: C19H15F3N4O2S
Source: the Open Molecules 2025 dataset
Level of theory: ωB97M-V/def2-TZVPD

Results
orbital gap: 8.27 eV
2S+1: 1
LUMO level: -0.12 eV
SMILES string: CC/C(=N\Cc1ccco1)c1c(C(F)(F)F)[nH]n(-c2nc3ccccc3s2)c1=O

CARTESIAN COORDINATES (ANGSTROEM)
C  -1.452  -3.146  -1.540
C  -1.702  -2.474  -0.188
C  -1.810  -0.983  -0.368
N  -2.850  -0.297  -0.604
C  -4.177  -0.818  -0.705
C  -5.028  -0.144  0.325
C  -4.904  -0.073  1.681
C  -5.990  0.713  2.136
C  -6.689  1.060  1.023
O  -6.112  0.548  -0.077
C  -0.568  -0.217  -0.312
C  -0.449  1.150  -0.438
C  -1.498  2.201  -0.646
F  -2.391  2.257  0.341
F  -2.155  2.075  -1.797
F  -0.910  3.421  -0.686
N  0.848  1.523  -0.339
N  1.592  0.402  -0.146
C  2.948  0.403  -0.004
N  3.657  1.476  -0.039
C  4.981  1.175  0.129
C  6.025  2.095  0.144
C  7.311  1.633  0.325
C  7.571  0.274  0.490
C  6.547  -0.654  0.478
C  5.252  -0.200  0.297
S  3.769  -1.125  0.237
C  0.774  -0.735  -0.116
O  1.241  -1.844  0.048
H  -0.491  -2.832  -1.940
H  -2.230  -2.881  -2.253
H  -1.438  -4.227  -1.423
H  -2.621  -2.861  0.256
H  -0.872  -2.700  0.480
H  -4.251  -1.911  -0.602
H  -4.556  -0.529  -1.691
H  -4.135  -0.520  2.278
H  -6.214  0.979  3.148
H  -7.578  1.642  0.885
H  1.278  2.435  -0.378
H  5.811  3.143  0.015
H  8.132  2.334  0.339
H  8.588  -0.060  0.630
H  6.745  -1.706  0.606

***

No. 2
Formula: C19H15F3N7O4PbS2
Source: the Open Molecules 2025 dataset
Level of theory: ωB97M-V/def2-TZVPD

Results
orbital gap: 7.43 eV
2S+1: 1
total charge: +1
LUMO level: -3.96 eV
ΔE to the lowest compared entry with this formula, charge and spin: 37.8 kcal per mole

CARTESIAN COORDINATES (ANGSTROEM)
Pb  -1.752  -0.970  -1.423
N  3.454  1.916  5.499
C  2.368  1.963  4.705
C  2.488  2.355  3.355
C  1.391  2.386  2.539
C  0.140  2.033  3.065
C  -0.002  1.636  4.403
C  1.100  1.611  5.215
S  -1.218  2.023  2.073
O  -1.023  2.703  0.846
O  -2.441  1.971  2.784
N  -1.208  0.166  1.372
C  -2.230  -0.710  1.810
N  -2.930  -1.355  0.903
C  -3.946  -2.101  1.337
C  -4.233  -2.187  2.685
C  -3.383  -1.506  3.547
N  -2.365  -0.766  3.119
H  4.348  2.234  5.169
H  3.365  1.715  6.479
H  3.455  2.644  2.971
H  1.478  2.698  1.510
H  -0.974  1.360  4.780
H  1.004  1.328  6.253
H  -4.514  -2.639  0.592
H  -5.060  -2.773  3.051
H  -3.515  -1.559  4.620
S  -3.666  0.321  -2.505
C  -2.653  1.673  -2.655
N  -1.966  2.587  -2.767
F  -1.215  -3.501  -3.023
C  -2.223  -3.031  -2.261
F  -2.378  -3.908  -1.236
F  -3.342  -3.090  -2.995
N  4.397  -1.168  -5.639
C  3.647  -0.077  -5.358
O  3.928  1.046  -5.707
C  2.405  -0.322  -4.532
C  2.335  -1.286  -3.538
C  1.175  -1.378  -2.793
N  0.123  -0.586  -3.003
C  0.187  0.341  -3.961
C  1.315  0.511  -4.739
H  5.201  -1.037  -6.233
H  4.042  -2.100  -5.511
H  3.165  -1.940  -3.320
H  1.086  -2.112  -2.004
H  -0.678  0.976  -4.084
H  1.358  1.284  -5.490
O  0.478  0.521  -0.178
C  -0.516  0.098  0.273

***

No. 3
Formula: C19H15F6HgN4O4S3
Source: the Open Molecules 2025 dataset
Level of theory: ωB97M-V/def2-TZVPD

Results
orbital gap (alpha / beta): 3.74 / 5.84 eV
2S+1: 2
total charge: -2
LUMO level (alpha / beta): 4.24 / 4.24 eV
ΔE to the lowest compared entry with this formula, charge and spin: 0.0 kcal per mole

CARTESIAN COORDINATES (ANGSTROEM)
Hg  0.684  -0.071  0.736
C  4.585  2.224  3.569
S  4.221  0.508  4.052
C  2.918  0.087  2.932
S  2.785  0.993  1.463
N  2.221  -0.930  3.333
N  1.204  -1.298  2.546
C  0.471  -2.345  2.867
C  -0.661  -2.636  2.078
C  -1.490  -3.758  2.321
C  -2.589  -3.978  1.534
C  -2.876  -3.080  0.496
C  -2.016  -2.009  0.310
N  -0.959  -1.776  1.057
H  5.438  2.541  4.161
H  3.716  2.842  3.778
H  4.803  2.244  2.507
H  0.727  -2.963  3.725
H  -1.229  -4.434  3.128
H  -3.236  -4.833  1.708
H  -3.733  -3.217  -0.146
H  -2.203  -1.288  -0.478
C  -1.541  3.016  -0.279
C  -1.445  2.525  1.181
O  -0.640  1.504  1.430
C  -2.891  2.142  1.640
F  -3.457  1.257  0.804
F  -2.933  1.591  2.856
F  -3.785  3.173  1.695
C  -1.006  3.745  2.059
F  -0.998  3.491  3.373
F  -1.801  4.850  1.930
F  0.219  4.177  1.750
H  -1.945  2.210  -0.885
H  -0.536  3.221  -0.641
H  -2.168  3.903  -0.363
O  0.244  -2.820  -1.581
C  0.583  -1.740  -2.053
N  1.053  -0.687  -1.360
S  1.490  0.553  -2.316
O  2.919  0.752  -2.364
O  0.709  1.737  -2.050
C  0.985  -0.203  -3.860
C  1.048  0.225  -5.160
C  0.635  -0.653  -6.161
C  0.165  -1.926  -5.830
C  0.109  -2.347  -4.516
C  0.532  -1.472  -3.518
H  1.406  1.218  -5.387
H  0.687  -0.350  -7.197
H  -0.160  -2.584  -6.627
H  -0.258  -3.329  -4.248

***

No. 4
Formula: C19H15N2O5Ru
Source: the Open Molecules 2025 dataset
Level of theory: ωB97M-V/def2-TZVPD

Results
orbital gap (alpha / beta): 5.62 / 5.63 eV
2S+1: 2
LUMO level (alpha / beta): -0.88 / -0.87 eV
ΔE to the lowest compared entry with this formula, charge and spin: 23.3 kcal per mole

CARTESIAN COORDINATES (ANGSTROEM)
Ru  -0.500  -0.186  -0.172
O  -2.979  3.096  -0.642
C  -2.087  2.167  -0.315
O  -1.788  1.258  -1.094
C  -1.469  2.273  1.005
C  -1.779  3.175  2.003
C  -1.148  3.036  3.237
C  -0.298  1.963  3.452
C  -0.037  1.087  2.406
N  -0.532  1.316  1.179
C  0.822  -0.118  2.389
O  1.425  -0.533  3.503
O  1.043  -0.710  1.342
H  -3.336  2.868  -1.515
H  -2.515  3.947  1.827
H  -1.362  3.730  4.037
H  0.133  1.805  4.434
H  1.120  -0.029  4.266
N  1.173  0.318  -1.492
C  1.664  -0.520  -2.577
C  2.990  -0.336  -2.958
C  3.573  -1.125  -3.929
C  2.807  -2.127  -4.511
C  1.489  -2.295  -4.134
C  0.857  -1.482  -3.177
C  -0.587  -1.708  -2.883
C  -1.365  -2.183  -3.952
C  -2.679  -2.566  -3.777
C  -3.225  -2.495  -2.502
C  -2.480  -1.977  -1.458
C  -1.161  -1.521  -1.609
H  1.900  0.325  -0.779
H  1.112  1.283  -1.808
H  3.572  0.438  -2.467
H  4.606  -0.974  -4.212
H  3.241  -2.788  -5.250
H  0.924  -3.104  -4.574
H  -0.935  -2.236  -4.945
H  -3.262  -2.921  -4.618
H  -4.242  -2.825  -2.324
H  -2.927  -1.903  -0.475
O  -1.657  -0.948  0.997

***

No. 5
Formula: C19H16AsClN4O6PtS2
Source: the Open Molecules 2025 dataset
Level of theory: ωB97M-V/def2-TZVPD

Results
orbital gap (alpha / beta): 5.60 / 6.20 eV
2S+1: 3
total charge: -2
LUMO level (alpha / beta): 4.44 / 3.78 eV
ΔE to the lowest compared entry with this formula, charge and spin: 0.0 kcal per mole

CARTESIAN COORDINATES (ANGSTROEM)
Pt  -9.350  -8.365  -9.830
S  -11.159  -7.742  -11.133
C  -10.404  -8.134  -12.700
N  -10.759  -7.681  -13.854
N  -11.775  -6.789  -14.027
C  -11.811  -5.988  -15.124
C  -12.759  -4.950  -15.197
C  -12.748  -4.123  -16.298
C  -11.731  -4.292  -17.304
C  -10.897  -5.357  -17.245
C  -10.848  -6.189  -16.120
N  -9.310  -8.996  -12.674
N  -8.829  -9.252  -11.510
C  -7.759  -10.197  -11.406
C  -7.851  -11.374  -10.637
C  -6.836  -12.341  -10.783
C  -5.659  -12.075  -11.451
C  -5.532  -10.870  -12.186
C  -6.624  -9.977  -12.198
H  -12.551  -6.807  -13.333
H  -13.566  -4.875  -14.495
H  -13.551  -3.417  -16.527
H  -11.717  -3.651  -18.200
H  -10.339  -5.645  -18.126
H  -10.102  -7.009  -16.050
H  -8.745  -11.521  -9.978
H  -7.003  -13.324  -10.287
H  -4.862  -12.784  -11.490
H  -4.664  -10.673  -12.814
H  -6.657  -9.096  -12.809
O  -6.193  -6.821  -7.170
As  -6.406  -7.088  -8.940
O  -5.015  -6.678  -9.774
O  -7.467  -8.472  -8.935
C  -7.579  -5.574  -9.656
C  -7.139  -5.030  -10.868
C  -7.597  -3.783  -11.318
C  -8.649  -3.122  -10.636
C  -9.250  -3.758  -9.560
C  -8.730  -5.005  -9.102
S  -9.585  -5.765  -7.668
O  -8.593  -5.660  -6.603
O  -10.900  -5.141  -7.551
O  -9.723  -7.274  -8.028
H  -7.156  -6.575  -6.840
H  -6.378  -5.602  -11.440
H  -7.130  -3.337  -12.225
H  -9.002  -2.232  -11.047
H  -10.123  -3.383  -9.003
Cl  -10.352  -10.210  -8.359

***

No. 6
Formula: C19H16ClINO2PbS3
Source: the Open Molecules 2025 dataset
Level of theory: ωB97M-V/def2-TZVPD

Results
orbital gap (alpha / beta): 5.06 / 5.94 eV
2S+1: 1
total charge: +1
LUMO level (alpha / beta): -5.39 / -4.77 eV

CARTESIAN COORDINATES (ANGSTROEM)
Pb  -0.661  0.173  -2.123
S  -0.785  1.284  0.257
C  -1.808  2.673  0.159
C  -1.862  3.493  1.304
C  -2.672  4.596  1.357
C  -3.483  4.955  0.258
C  -3.453  4.197  -0.870
C  -2.619  3.040  -0.970
S  -2.652  2.188  -2.423
H  -1.250  3.225  2.155
H  -2.690  5.201  2.254
H  -4.120  5.826  0.316
H  -4.062  4.452  -1.726
Cl  -2.223  -6.014  1.702
C  -2.327  -4.576  0.790
C  -3.574  -4.139  0.380
C  -3.711  -2.978  -0.360
I  -5.563  -2.329  -0.962
C  -2.556  -2.182  -0.725
O  -2.655  -1.136  -1.377
C  -1.237  -2.677  -0.275
N  -0.173  -1.944  -0.627
C  1.034  -2.344  -0.269
C  1.246  -3.508  0.476
C  0.164  -4.265  0.847
C  -1.123  -3.856  0.466
H  -4.447  -4.718  0.647
H  1.853  -1.712  -0.594
H  2.250  -3.798  0.751
H  0.291  -5.171  1.423
O  1.872  0.606  -1.712
S  2.817  1.665  -1.165
C  2.901  1.397  0.638
C  4.297  0.876  0.986
C  4.788  0.103  -0.236
C  4.483  1.008  -1.420
H  2.114  0.664  0.825
H  2.629  2.325  1.137
H  4.264  0.260  1.884
H  4.971  1.710  1.187
H  4.250  -0.843  -0.338
H  5.852  -0.128  -0.179
H  4.478  0.529  -2.397
H  5.152  1.870  -1.448

***

No. 7
Formula: C19H16CrF6N12O8S2
Source: the Open Molecules 2025 dataset
Level of theory: ωB97M-V/def2-TZVPD

Results
orbital gap (alpha / beta): 8.29 / 8.00 eV
2S+1: 4
total charge: +1
LUMO level (alpha / beta): -3.94 / -4.26 eV
ΔE to the lowest compared entry with this formula, charge and spin: 0.0 kcal per mole

CARTESIAN COORDINATES (ANGSTROEM)
Cr  -0.671  -0.210  0.611
N  1.508  -1.290  3.299
N  1.421  -0.115  4.011
C  0.725  0.972  3.652
N  0.898  2.024  4.435
N  -0.199  0.958  2.637
N  -0.995  2.036  2.498
O  -0.949  3.027  3.208
O  -1.822  1.926  1.588
H  1.178  -2.066  3.856
H  2.462  -1.442  2.997
H  2.095  0.030  4.748
H  1.636  2.038  5.119
H  0.435  2.887  4.206
O  -1.178  -3.960  1.817
C  -1.055  -2.928  1.205
O  -0.873  -1.746  1.696
C  -1.108  -2.900  -0.309
C  -1.506  -4.023  -1.037
C  -1.602  -3.916  -2.396
C  -1.168  -2.732  -3.027
C  -1.166  -2.588  -4.434
C  -0.635  -1.477  -5.021
C  -0.031  -0.486  -4.224
C  -0.046  -0.580  -2.860
C  -0.677  -1.668  -2.222
N  -0.766  -1.742  -0.853
H  -1.752  -4.923  -0.494
H  -1.976  -4.732  -3.001
H  -1.570  -3.395  -5.033
H  -0.635  -1.375  -6.097
H  0.472  0.344  -4.703
H  0.489  0.122  -2.246
N  -1.328  2.912  -2.169
C  -0.407  2.371  -1.367
N  -0.963  1.370  -0.724
C  -2.261  1.359  -1.168
N  -2.505  2.288  -2.054
C  -3.208  0.450  -0.547
C  -4.547  0.336  -0.904
N  -5.375  -0.448  -0.234
C  -4.891  -1.090  0.823
C  -3.551  -1.014  1.178
N  -2.702  -0.272  0.470
H  -1.237  3.704  -2.786
H  0.608  2.721  -1.269
H  -4.936  0.874  -1.759
H  -5.583  -1.694  1.393
H  -3.153  -1.559  2.022
F  4.529  0.497  -1.682
C  3.246  0.349  -1.495
F  2.552  1.303  -2.136
F  2.874  -0.831  -2.006
S  2.695  0.309  0.303
O  1.371  -0.299  0.081
O  3.653  -0.509  0.978
N  2.473  1.734  0.901
S  3.584  2.905  0.829
O  4.132  3.001  -0.485
O  3.046  4.046  1.486
C  4.993  2.370  1.944
F  5.830  1.543  1.354
F  4.472  1.761  3.034
F  5.650  3.441  2.358

***

No. 8
Formula: C19H16F2N
Source: the Open Molecules 2025 dataset
Level of theory: ωB97M-V/def2-TZVPD

Results
orbital gap: 6.11 eV
2S+1: 1
total charge: +1
LUMO level: -5.82 eV
ΔE to the lowest compared entry with this formula, charge and spin: 0.0 kcal per mole

CARTESIAN COORDINATES (ANGSTROEM)
F  -5.439  1.671  -1.985
C  -4.174  1.199  -1.961
C  -3.927  -0.164  -1.944
C  -2.645  -0.647  -1.907
C  -1.533  0.223  -1.886
C  -0.233  -0.350  -1.852
C  1.066  0.224  -1.890
C  2.178  -0.647  -1.895
C  3.460  -0.165  -1.932
C  3.707  1.198  -1.962
F  4.972  1.670  -1.976
C  2.636  2.076  -1.965
C  1.351  1.606  -1.935
C  -1.819  1.606  -1.906
C  -3.103  2.077  -1.943
H  -4.770  -0.831  -1.961
H  -2.475  -1.709  -1.901
H  -0.233  -1.426  -1.793
H  2.007  -1.710  -1.882
H  4.303  -0.833  -1.941
H  2.836  3.134  -1.986
H  0.570  2.331  -1.952
H  -1.037  2.331  -1.875
H  -3.302  3.136  -1.949
C  1.453  0.229  4.404
C  0.710  -0.715  3.533
C  0.112  -1.837  4.065
C  -0.567  -2.677  3.219
C  -0.619  -2.364  1.881
N  -0.055  -1.300  1.336
C  0.591  -0.507  2.171
H  1.853  1.063  3.828
H  0.801  0.635  5.178
H  2.288  -0.273  4.895
H  0.181  -2.038  5.120
H  -1.049  -3.563  3.595
H  -1.151  -3.020  1.210
H  1.055  0.364  1.743

***

No. 9
Formula: C19H16LuN3O3S4
Source: the Open Molecules 2025 dataset
Level of theory: ωB97M-V/def2-TZVPD

Results
orbital gap: 7.91 eV
2S+1: 1
LUMO level: -0.56 eV

CARTESIAN COORDINATES (ANGSTROEM)
Lu  -0.326  -0.068  0.256
S  2.570  -2.037  3.482
C  1.239  -3.142  3.386
C  1.012  -4.304  4.119
C  -0.147  -5.010  3.867
C  -1.065  -4.565  2.906
C  -0.837  -3.415  2.179
C  0.334  -2.701  2.425
N  0.718  -1.517  1.793
C  1.854  -1.056  2.252
C  2.465  0.200  1.763
C  3.696  0.616  2.272
C  4.265  1.786  1.804
C  3.595  2.530  0.837
C  2.369  2.095  0.351
C  1.761  0.917  0.785
H  1.720  -4.644  4.864
H  -0.351  -5.915  4.424
H  -1.971  -5.132  2.735
H  -1.557  -3.060  1.453
H  4.217  0.039  3.030
H  5.221  2.119  2.189
H  4.033  3.451  0.469
H  1.873  2.709  -0.394
C  -3.876  1.144  -3.511
C  -2.389  1.184  -3.421
C  -1.604  2.287  -3.625
C  -0.247  2.183  -3.319
N  0.316  1.061  -2.863
C  -0.450  -0.019  -2.711
S  0.118  -1.491  -2.018
N  -1.772  0.057  -3.030
C  0.670  3.356  -3.457
H  -4.247  1.993  -4.079
H  -4.286  1.185  -2.498
H  -4.220  0.217  -3.971
H  -2.044  3.219  -3.946
H  -2.341  -0.709  -2.677
H  0.124  4.292  -3.553
H  1.295  3.218  -4.342
H  1.338  3.398  -2.599
O  -1.691  1.457  -0.441
S  -2.703  0.839  0.526
O  -3.831  1.677  0.767
O  -1.821  0.560  1.721
S  -3.024  -1.003  -0.203

***

No. 10
Formula: C19H16N4O5
Source: the Open Molecules 2025 dataset
Level of theory: ωB97M-V/def2-TZVPD

Results
orbital gap: 8.07 eV
2S+1: 1
LUMO level: -0.88 eV
ΔE to the lowest compared entry with this formula, charge and spin: 4.3 kcal per mole
SMILES string: N#C/C(=C/c1ccc(Oc2ccc([N+](=O)[O-])cn2)cc1)C(=O)N1CCOCC1

CARTESIAN COORDINATES (ANGSTROEM)
N  -5.707  -1.204  2.369
C  -4.660  -1.220  1.897
C  -3.364  -1.200  1.344
C  -3.181  -1.404  0.026
C  -1.922  -1.396  -0.691
C  -0.775  -0.758  -0.218
C  0.407  -0.781  -0.931
C  0.460  -1.450  -2.148
O  1.595  -1.598  -2.916
C  2.602  -0.727  -2.945
C  3.730  -1.105  -3.699
C  4.780  -0.227  -3.787
C  4.676  1.003  -3.128
N  5.748  1.953  -3.193
O  5.615  2.991  -2.579
O  6.718  1.658  -3.858
C  3.519  1.289  -2.414
N  2.513  0.445  -2.325
C  -0.676  -2.091  -2.639
C  -1.852  -2.053  -1.925
C  -2.268  -1.106  2.378
O  -1.549  -2.057  2.607
N  -2.201  0.059  3.055
C  -1.210  0.240  4.098
C  -0.282  1.396  3.717
O  -1.017  2.575  3.470
C  -1.947  2.391  2.432
C  -2.940  1.266  2.761
H  -4.058  -1.611  -0.578
H  -0.803  -0.223  0.717
H  1.281  -0.283  -0.547
H  3.741  -2.068  -4.183
H  5.676  -0.457  -4.345
H  3.404  2.233  -1.899
H  -0.614  -2.610  -3.582
H  -2.728  -2.551  -2.313
H  -1.724  0.475  5.036
H  -0.654  -0.692  4.205
H  0.401  1.628  4.534
H  0.301  1.123  2.823
H  -2.472  3.341  2.319
H  -1.423  2.154  1.492
H  -3.525  1.546  3.644
H  -3.616  1.110  1.920

***

For the records above, the corresponding max |F| values read 1.12 1.50 1.35 1.32 3.33 0.27 1.49 1.53 2.31 1.28 eV/A.